#1
Formula: C7H15N
Source: the Open Molecules 2025 dataset
Level of theory: ωB97M-V/def2-TZVPD

SMILES: C=C(C)/C=C/C.CN
LUMO energy: 0.96 eV
Highest occupied orbital energy: -7.0 eV
Total charge: 0
HOMO-LUMO gap: 7.99 eV

Element x y z (Å)
C1 -1.904 1.057 1.870
C2 1.000 -1.481 0.898
N1 -1.416 -0.170 1.232
C3 0.586 -0.043 0.742
C4 1.168 0.909 1.496
H1 -1.793 -0.991 1.699
H2 -2.994 1.162 1.806
H3 -1.427 1.892 1.359
H4 -1.588 1.057 2.912
H5 1.145 -1.729 1.951
H6 0.232 -2.122 0.470
H7 1.941 -1.676 0.386
H8 0.919 1.954 1.404
H9 1.934 0.672 2.216
C5 0.494 -0.075 -3.417
C6 0.500 -0.497 -1.977
C7 0.384 0.324 -0.935
H10 0.599 -1.569 -1.828
H11 0.372 1.004 -3.511
H12 -0.322 -0.564 -3.962
H13 1.427 -0.366 -3.910
H14 0.397 1.397 -1.128
H15 -1.656 -0.145 0.229

Formally, the Löwdin partial charges of the atoms, in units of the elementary charge, are as follows: number 1, C, carries -0.134; number 2, C, carries -0.101; number 3, N, carries -0.065; number 4, C, carries -0.409; number 5, C, carries -0.059; number 6, H, carries 0.102; number 7, H, carries 0.073; number 8, H, carries 0.069; number 9, H, carries 0.080; number 10, H, carries 0.079; number 11, H, carries 0.067; number 12, H, carries 0.084; number 13, H, carries 0.035; number 14, H, carries 0.044; number 15, C, carries -0.114; number 16, C, carries -0.203; number 17, C, carries -0.037; number 18, H, carries 0.092; number 19, H, carries 0.069; number 20, H, carries 0.071; number 21, H, carries 0.072; number 22, H, carries 0.090; number 23, H, carries 0.095

#2
Formula: C7H15N
Source: the Open Molecules 2025 dataset
Level of theory: ωB97M-V/def2-TZVPD

LUMO energy: -0.75 eV
Highest occupied orbital energy: -8.8 eV
Total charge: 0
HOMO-LUMO gap: 8.03 eV

Element x y z (Å)
C1 2.256 -0.461 1.040
C2 1.872 0.273 -0.363
C3 0.607 0.116 -1.127
C4 -0.145 -1.251 -0.774
C5 -2.357 -0.954 0.569
C6 -0.744 0.572 -0.470
C7 -0.987 1.735 0.359
H1 1.493 -0.082 1.865
H2 2.675 -1.503 1.011
H3 3.237 -0.048 1.292
H4 1.842 1.299 -0.207
H5 2.959 0.180 -0.942
H6 0.720 0.291 -2.261
H7 -0.711 -1.409 -1.671
H8 0.403 -2.079 -0.406
H9 -3.265 0.378 -0.142
H10 -2.060 -2.379 -0.361
H11 -2.247 -0.909 2.181
H12 -1.486 0.864 -1.283
H13 -1.133 2.666 -0.053
H14 0.113 1.945 0.890
H15 -2.176 1.307 0.646
N1 -0.864 -0.552 0.207

Formally, the Löwdin partial charges of the atoms, in units of the elementary charge, are as follows: number 1, C, carries -0.106; number 2, C, carries -0.230; number 3, C, carries -0.190; number 4, C, carries -0.211; number 5, C, carries -0.029; number 6, C, carries -0.626; number 7, C, carries -0.062; number 8, H, carries 0.102; number 9, H, carries 0.070; number 10, H, carries 0.039; number 11, H, carries 0.047; number 12, H, carries 0.157; number 13, H, carries 0.158; number 14, H, carries 0.093; number 15, H, carries 0.099; number 16, H, carries 0.192; number 17, H, carries 0.200; number 18, H, carries 0.186; number 19, H, carries 0.143; number 20, H, carries 0.022; number 21, H, carries 0.138; number 22, H, carries 0.087; number 23, N, carries -0.278

Name the least stable of them. #2.

#1
Formula: C3H5Cl2F
Source: the Open Molecules 2025 dataset
Level of theory: ωB97M-V/def2-TZVPD

SMILES: CCC(F)(Cl)Cl
LUMO energy: 0.62 eV
Highest occupied orbital energy: -11.3 eV
Total charge: 0
HOMO-LUMO gap: 11.93 eV

Element x y z (Å)
C1 1.078 -0.448 -0.577
C2 0.173 -0.234 0.494
C3 -1.086 0.519 0.208
H1 2.110 -0.327 -0.167
H2 1.096 0.379 -1.368
H3 0.972 -1.409 -1.170
H4 0.703 0.143 1.413
H5 -0.172 -1.185 0.879
F1 -1.692 0.674 1.494
Cl1 -0.745 2.183 -0.487
Cl2 -2.437 -0.295 -0.719

Formally, the Löwdin partial charges of the atoms, in units of the elementary charge, are as follows: number 1, C, carries -0.164; number 2, C, carries -0.373; number 3, C, carries -1.092; number 4, H, carries 0.093; number 5, H, carries 0.082; number 6, H, carries 0.105; number 7, H, carries 0.149; number 8, H, carries 0.117; number 9, F, carries -0.125; number 10, Cl, carries 0.602; number 11, Cl, carries 0.605

#2
Formula: C3H5Cl2F
Source: the Open Molecules 2025 dataset
Level of theory: ωB97M-V/def2-TZVPD

SMILES: C[C@@H](F)C(Cl)Cl
LUMO energy: 0.79 eV
Highest occupied orbital energy: -11.2 eV
Total charge: 0
HOMO-LUMO gap: 12.01 eV

Element x y z (Å)
C1 -0.165 -0.977 0.913
C2 -0.482 -0.089 -0.278
C3 0.511 1.038 -0.545
H1 0.834 -1.450 0.852
H2 -0.905 -1.796 1.029
H3 -0.142 -0.389 1.890
H4 -0.435 -0.798 -1.163
H5 0.220 1.839 0.084
F1 -1.810 0.398 -0.222
Cl1 2.231 0.652 -0.284
Cl2 0.145 1.572 -2.276

Formally, the Löwdin partial charges of the atoms, in units of the elementary charge, are as follows: number 1, C, carries -0.083; number 2, C, carries -0.507; number 3, C, carries -0.977; number 4, H, carries 0.063; number 5, H, carries 0.089; number 6, H, carries 0.105; number 7, H, carries 0.140; number 8, H, carries 0.055; number 9, F, carries -0.037; number 10, Cl, carries 0.607; number 11, Cl, carries 0.544

Name the least stable of them. #1.